Here is C18H20CaN3S6Se2 as an isolated structure from the OMol25 dataset. Energies are from the ωB97M-V functional and the def2-TZVPD basis.

Last column: Mulliken charge in e.
Geometry (Å):
Ca: -0.22282 -0.23958 -0.04564  1.2741
C: 1.10935 2.82051 2.30798  -0.9113
Se: -0.62088 2.29388 1.59059  0.1001
C: -0.68089 3.61688 0.16128  -0.2931
C: -1.90922 3.46374 -0.71888  -0.9824
Se: -2.13796 1.70836 -1.58230  0.0390
C: -3.81331 1.20408 -0.72667  -0.7312
H: 1.88510 2.71245 1.55353  0.2378
H: 1.31359 2.16794 3.15306  0.3470
H: 1.05538 3.84850 2.65608  0.3529
H: 0.23155 3.53305 -0.42268  0.0488
H: -0.69141 4.59721 0.63811  0.4625
H: -1.86331 4.19899 -1.52025  0.4421
H: -2.82729 3.63274 -0.15850  0.4617
H: -3.66525 0.88387 0.30234  0.3128
H: -4.22792 0.39009 -1.31371  0.1278
H: -4.48181 2.05844 -0.79510  0.4716
N: 4.25866 -0.83376 -0.44573  -0.0194
C: 4.40841 0.46113 -0.91134  0.7144
C: 5.52480 1.19082 -1.30163  -1.1549
C: 5.29537 2.47803 -1.74047  -0.4781
C: 3.99878 3.01428 -1.79856  -0.6451
C: 2.89753 2.28108 -1.40923  -0.3683
C: 3.11244 0.98508 -0.94656  0.1542
N: 2.21171 0.02680 -0.49680  -0.3533
C: 2.94277 -1.03940 -0.22050  0.3173
C: 2.36695 -2.28806 0.28927  -0.4447
C: 2.99744 -3.44335 0.62156  -0.2477
S: 1.85980 -4.57542 1.19948  -0.0849
C: 0.60985 -3.44579 0.94966  -0.1346
N: 1.00201 -2.29860 0.47346  -0.1912
H: 4.99362 -1.50720 -0.31252  0.2285
H: 6.52177 0.77286 -1.27006  0.4101
H: 6.13139 3.08587 -2.05737  0.4029
H: 3.86358 4.02222 -2.16640  0.4364
H: 1.90084 2.68905 -1.48372  0.2838
H: 4.04563 -3.68794 0.56724  0.3724
H: -0.42288 -3.64797 1.20025  0.3931
C: -5.40002 -2.93202 2.12099  -0.7899
S: -5.61082 -1.63251 0.88133  0.0040
C: -4.30534 -2.01733 -0.22250  -0.3909
C: -2.98886 -1.93896 0.04639  0.4526
S: -2.18821 -1.41818 1.50514  -0.1954
S: -1.96054 -2.32568 -1.33644  0.0176
C: -3.18609 -2.35976 -2.59253  -0.0306
S: -2.84002 -2.46268 -4.17319  -0.1849
S: -4.76716 -2.38365 -1.88194  -0.0925
H: -6.19006 -2.77723 2.85360  0.3640
H: -4.43082 -2.83970 2.60490  0.2116
H: -5.51906 -3.91160 1.66496  0.2834

The value obtained for the HOMO-LUMO gap is 6.73 eV. The LUMO energy is -0.111 hartree. The calculation puts the relative energy (zero: lowest compared OMol25 entry of this formula, charge and spin) at 20.3 kJ/mol. The HOMO energy comes out at -9.8 eV. The total charge is +1.